{"formula": "C27H52Cl20FN2OS", "method": "ωB97M-V/def2-TZVPD", "symbols": ["Cl", "Cl", "Cl", "Cl", "Cl", "Cl", "Cl", "Cl", "Cl", "Cl", "Cl", "Cl", "Cl", "Cl", "Cl", "Cl", "Cl", "Cl", "Cl", "Cl", "S", "F", "O", "N", "N", "C", "C", "C", "C", "C", "C", "C", "C", "C", "C", "C", "C", "C", "C", "C", "C", "C", "C", "C", "C", "C", "C", "C", "C", "C", "C", "C", "H", "H", "H", "H", "H", "H", "H", "H", "H", "H", "H", "H", "H", "H", "H", "H", "H", "H", "H", "H", "H", "H", "H", "H", "H", "H", "H", "H", "H", "H", "H", "H", "H", "H", "H", "H", "H", "H", "H", "H", "H", "H", "H", "H", "H", "H", "H", "H", "H", "H", "H", "H"], "coordinates": [[5.6557, 5.2147, 1.3123], [-1.1356, 0.0387, 0.3465], [5.1060, -7.8168, -3.6998], [2.7512, -6.8417, 0.2125], [-2.9722, 1.8576, -5.2647], [-5.1746, 2.1068, 4.3827], [8.5359, 6.5316, 4.1042], [5.9938, 5.6439, -2.0359], [-0.0848, 3.4034, -4.6639], [-5.1909, -2.7581, 4.6169], [-8.3976, -2.9913, 3.5130], [-2.3015, -3.5628, -3.3989], [-3.0819, -0.6109, 3.0146], [-0.1296, -4.4852, 0.6970], [-1.9452, 2.3442, 5.4122], [5.5265, -10.2139, -6.0718], [-2.1352, -4.9870, 3.3668], [6.5090, 5.9061, 6.7673], [-3.6115, -0.5068, -2.7345], [1.8924, -6.7666, -3.0899], [-1.4744, 2.9205, 2.2463], [-3.7697, 4.3552, -2.1895], [1.2265, 4.5610, -1.8619], [-1.6568, 3.2869, -0.5089], [0.2541, 4.0687, -1.0377], [0.2869, 3.9068, 0.3192], [-2.0737, 2.8601, -6.4377], [-2.9198, -1.6250, 1.5616], [8.0668, 4.9339, 4.7398], [-0.9177, 3.7042, -1.5266], [-4.0208, -1.5663, -4.1143], [-3.2414, 3.5414, 5.6709], [6.6626, 4.9298, 5.2850], [6.1929, 6.6997, 0.4772], [-4.5840, 2.8902, 5.8726], [-1.5239, -1.5855, 1.0103], [2.5801, -5.4366, -2.1172], [-3.0331, 2.7833, -0.5650], [-3.9661, -3.0231, -3.7364], [2.5149, 4.0060, -1.5589], [-0.5658, -6.0647, 1.4047], [5.4959, 6.8759, -0.8446], [5.1794, -10.4715, -4.3437], [3.5590, -5.9032, -1.0731], [-0.5881, 2.7178, -6.2350], [-1.9714, -6.0546, 1.9458], [-3.6666, 3.0056, -1.9102], [2.5465, 2.4831, -1.5676], [-6.4805, -1.5449, 4.8134], [-7.8346, -2.1788, 4.9966], [4.2859, -9.3986, -3.7789], [-0.9240, 3.3885, 0.6564], [-6.4609, -0.8951, 3.9421], [-2.4031, 3.8882, -6.3142], [-3.1653, -2.6465, 1.8509], [-0.8713, 1.7288, 2.3299], [5.9575, 5.3184, 4.5546], [-5.0283, -1.3026, -4.4302], [2.3538, 2.0958, -0.5681], [-3.6009, 3.2956, 0.2059], [3.0730, -4.7612, -2.8141], [1.7891, 2.0799, -2.2359], [1.7466, -4.9157, -1.6521], [-4.5452, 2.1359, 6.6539], [6.1281, -10.5167, -3.8157], [8.7913, 4.6535, 5.4995], [-3.2496, 4.2120, 4.8147], [-3.3307, -1.3357, -4.9215], [-6.2292, -0.9528, 5.6916], [-0.0427, 3.2458, -7.0142], [-4.3384, -3.6254, -4.5629], [-7.8239, -2.9143, 5.7965], [8.1367, 4.2291, 3.9128], [-1.2331, 3.7330, -2.5546], [-3.6501, -1.2842, 0.8312], [-0.2867, 1.6740, -6.2429], [-8.5673, -1.4103, 5.2367], [4.6840, -11.4369, -4.2567], [-3.0594, 1.7210, -0.3400], [5.7434, 7.8467, -1.2692], [-0.7871, -1.8165, 1.7730], [-2.3418, 2.5262, -7.4381], [-5.3168, 3.6455, 6.1501], [3.3860, -9.2724, -4.3748], [-2.9729, 4.1118, 6.5580], [0.1646, -6.2901, 2.1766], [-2.2482, -7.0583, 2.2621], [-0.4752, -6.8077, 0.6145], [5.9576, 7.5360, 1.1327], [4.3406, -6.5261, -1.4954], [4.0174, -5.0379, -0.5976], [2.9040, 4.3905, -0.6153], [7.2716, 6.6438, 0.3605], [-2.6823, -5.7176, 1.1956], [3.5322, 2.1231, -1.8402], [-1.4257, -2.2967, 0.1985], [6.3766, 3.9113, 5.5426], [-4.6709, 2.5853, -1.8691], [-4.5686, -3.2280, -2.8555], [-3.1504, 2.4804, -2.7127], [3.1827, 4.3810, -2.3265], [1.1277, 4.1284, 0.9447], [4.4165, 6.8126, -0.7293], [3.9959, -9.6565, -2.7617]], "lowdin_charge": [0.53, 0.59, 0.55, 0.55, 0.59, 0.54, 0.53, 0.55, 0.62, 0.52, 0.54, 0.54, 0.54, 0.59, 0.53, 0.54, 0.56, 0.54, 0.54, 0.54, 0.80, -0.02, -0.04, -0.02, -0.05, 0.01, -0.63, -0.64, -0.67, 0.00, -0.65, -0.65, -0.68, -0.65, -0.65, -0.65, -0.66, -0.11, -0.66, -0.21, -0.65, -0.66, -0.67, -0.65, -0.62, -0.64, -0.22, -0.05, -0.68, -0.66, -0.66, -0.59, 0.05, 0.07, 0.04, -0.14, 0.04, 0.08, 0.07, 0.13, 0.08, 0.08, 0.03, 0.07, 0.07, 0.07, 0.06, 0.06, 0.07, 0.08, 0.08, 0.07, 0.07, 0.09, 0.07, 0.07, 0.07, 0.07, 0.08, 0.08, 0.06, 0.08, 0.08, 0.06, 0.08, 0.07, 0.08, 0.07, 0.08, 0.01, 0.08, 0.10, 0.07, 0.07, 0.09, 0.02, 0.07, 0.13, 0.07, 0.03, 0.11, 0.15, 0.06, 0.08], "charge": 1, "orbital_gap_ev": 10.0, "lumo_ev": -1.814}


{"formula": "C27H52CoP2Si", "method": "ωB97M-V/def2-TZVPD", "symbols": ["Co", "P", "P", "Si", "C", "C", "C", "C", "C", "C", "C", "C", "C", "C", "C", "C", "C", "C", "C", "C", "C", "C", "C", "C", "C", "C", "C", "C", "C", "C", "C", "H", "H", "H", "H", "H", "H", "H", "H", "H", "H", "H", "H", "H", "H", "H", "H", "H", "H", "H", "H", "H", "H", "H", "H", "H", "H", "H", "H", "H", "H", "H", "H", "H", "H", "H", "H", "H", "H", "H", "H", "H", "H", "H", "H", "H", "H", "H", "H", "H", "H", "H", "H"], "coordinates": [[2.3573, 0.0302, 0.9416], [-3.7982, 0.5550, -2.3234], [-5.1724, 1.2575, 0.5753], [2.5128, -3.3122, 1.3829], [3.0519, -3.7703, -0.3493], [-4.6465, 1.8707, -3.2953], [-1.1226, -1.1365, -1.3677], [2.6984, 1.6601, 2.0001], [1.3220, -4.6445, 1.9295], [0.1044, 1.6932, -2.6153], [-1.5903, -0.5954, 0.0248], [5.1848, -0.8066, 0.5793], [-6.3383, 2.6081, 0.0385], [1.4980, -1.6506, 1.4298], [2.2089, 3.3022, 0.0055], [-4.1726, -0.9373, -3.3564], [0.2256, -0.7998, -1.9048], [-1.1408, 0.7276, 0.5199], [-0.9959, 2.1048, -1.6096], [0.6907, 0.3185, -2.4798], [1.8245, 2.3141, 3.0032], [-5.1785, 0.3390, -1.0756], [3.9347, -0.0634, 3.5036], [3.6500, 1.1519, -0.0623], [3.6627, 0.6207, 2.2165], [2.8061, 2.0791, 0.6310], [3.8946, -3.5363, 2.6268], [4.0372, 1.2712, -1.4947], [-0.8443, 1.8362, -0.1652], [4.2395, 0.2769, 0.9161], [-6.4946, 0.2265, 1.3950], [4.8366, -1.8064, 0.8727], [0.4617, -4.7021, 1.2531], [3.1230, 0.0810, 4.2247], [2.7401, 4.2245, 0.2881], [-1.0485, 0.7898, 1.6063], [6.1502, -0.6432, 1.0647], [0.9356, -1.6300, -1.8397], [-1.0940, 3.2009, -1.6865], [0.9588, -4.4109, 2.9375], [1.8026, -5.6282, 1.9583], [1.1629, 3.4541, 0.3038], [0.6293, -1.8091, 0.7698], [2.1792, -3.8126, -1.0161], [0.9235, 2.4239, -2.5664], [1.6656, 0.2309, -2.9831], [-7.2837, 2.1846, -0.3444], [-5.3036, -0.7459, -0.8782], [-3.4728, -0.9719, -4.2039], [4.1837, -4.5959, 2.6008], [-4.0096, 2.1917, -4.1286], [-5.5910, 1.4587, -3.6933], [3.2821, 1.8142, -2.0788], [3.4993, -4.7745, -0.3515], [4.8064, -2.9692, 2.4795], [2.3641, 2.9482, 3.7159], [4.1744, 0.2838, -1.9552], [-5.2012, -0.8629, -3.7423], [-1.3175, -1.3337, 0.7923], [4.8622, 0.2797, 3.9718], [1.2648, 1.5733, 3.5837], [-6.6801, 0.6284, 2.4020], [4.0258, -1.1509, 3.3893], [-5.8655, 3.2274, -0.7385], [-0.2947, 1.8263, -3.6371], [1.0721, -1.5967, 2.4638], [-4.8524, 2.7382, -2.6484], [2.2581, 3.2618, -1.0946], [-6.1571, -0.8151, 1.4993], [5.3327, -0.8601, -0.5022], [3.5303, -3.3406, 3.6375], [-6.5723, 3.2450, 0.9038], [-1.9133, -0.8818, -2.1031], [-7.4472, 0.2450, 0.8416], [-1.0990, -2.2435, -1.2435], [-2.6856, -0.5704, 0.0415], [-0.4781, 2.6653, 0.4224], [3.7779, -3.0777, -0.7898], [4.9816, 1.8207, -1.6159], [1.0724, 2.9410, 2.5187], [-1.9492, 1.6519, -1.9630], [-6.0848, 0.7051, -1.6071], [-4.0650, -1.8530, -2.7518]], "lowdin_spin": [2.47, 0.41, 0.01, 0.01, 0.00, 0.05, 0.02, 0.06, 0.00, 0.02, 0.02, 0.01, 0.00, 0.07, 0.01, 0.06, 0.01, 0.06, 0.10, 0.01, 0.01, 0.07, 0.01, 0.05, 0.06, 0.07, 0.00, 0.01, 0.04, 0.06, 0.00, 0.00, 0.00, 0.00, 0.00, 0.00, 0.00, 0.00, 0.00, 0.00, 0.00, 0.00, 0.02, 0.00, 0.00, 0.00, 0.00, 0.00, 0.00, 0.00, 0.00, 0.01, 0.00, 0.00, 0.00, 0.00, 0.00, 0.01, 0.00, 0.00, 0.00, 0.00, 0.00, 0.00, 0.00, 0.01, 0.00, 0.00, 0.00, 0.00, 0.00, 0.00, 0.01, 0.00, 0.00, 0.01, 0.00, 0.00, 0.00, 0.00, 0.05, 0.02, 0.00], "spin_multiplicity": 5, "charge": 1, "orbital_gap_ev": [6.9, 2.9], "lumo_ev": [-2.280, -7.122]}


| no. | E (eV) |
| --- | --- |
| 1 | -297866.8481 |
| 2 | -92914.0658 |